Entry 1:
Density functional theory data (wB97M-V/def2-TZVPD) for C23H35FeN3O2PS as an isolated structure at a distorted geometry.

HOMO energy (alpha / beta) = -14.12 / -14.18 eV
gap between HOMO and LUMO (alpha / beta) = 7.4 / 6.6 eV
total charge = +2
spin multiplicity = 6

Cartesian coordinates (Å):
Fe  0.07333  -1.44971  -0.93293
C  2.55842  4.56945  2.22565
C  1.29771  3.69312  2.26318
C  1.59893  2.44056  3.08524
C  0.15563  4.46189  2.94026
C  0.88420  3.35017  0.83230
C  0.60755  4.39485  -0.07903
C  0.24018  4.16084  -1.38315
C  0.12277  2.83252  -1.79921
S  -0.32841  2.22212  -3.35904
C  -0.17763  0.63624  -2.77073
N  0.18227  0.52266  -1.50831
C  0.37637  1.78426  -0.92126
C  0.77264  2.04403  0.39450
C  -0.51080  -0.57633  -3.52121
C  -0.87120  -0.56341  -4.86369
C  -1.25038  -1.74288  -5.48312
C  -1.28750  -2.92841  -4.76231
C  -0.90268  -2.95361  -3.42595
C  -0.50430  -1.78068  -2.80283
H  2.88974  4.78220  3.24245
H  2.37880  5.52521  1.73333
H  3.37253  4.06598  1.70198
H  1.85562  2.73186  4.10340
H  2.44768  1.88405  2.68052
H  0.73712  1.76921  3.14977
H  0.45015  4.75783  3.94752
H  -0.74147  3.84115  3.02864
H  -0.11043  5.36774  2.39484
H  0.69628  5.42136  0.25018
H  0.05019  4.98224  -2.06061
H  0.98420  1.22311  1.05599
H  -0.86867  0.36447  -5.42373
H  -1.52402  -1.73466  -6.52901
H  -1.60233  -3.84385  -5.24518
H  -0.93364  -3.89350  -2.88978
C  2.77121  -4.61078  -0.09226
C  2.25989  -3.18051  -0.29881
C  1.97024  -2.50152  1.01470
C  0.99180  -3.20806  -1.14531
H  3.68113  -4.60898  0.50888
H  3.00633  -5.07968  -1.04589
H  2.02522  -5.22338  0.41702
H  3.02867  -2.61247  -0.82964
H  1.32612  -3.11488  1.64983
H  0.77683  -0.88045  1.39956
H  2.86341  -2.21857  1.56814
H  0.18028  -3.81266  -0.70938
H  1.16597  -3.49676  -2.17125
N  -2.00018  -3.84352  2.70453
C  -3.02952  -2.29810  0.78331
P  -1.93075  -1.00416  0.37105
O  -1.16011  -0.44111  1.61601
O  1.24072  -1.29165  0.64324
C  -2.93185  0.53714  -0.04523
N  -2.57178  1.53025  1.01469
H  -2.82744  -4.27097  3.10677
H  -1.56109  -3.28264  3.42605
H  -1.36865  -4.59792  2.46028
H  -3.81258  -2.09816  1.50566
H  -3.19882  -3.11390  0.09488
H  -3.99560  0.31316  -0.02191
H  -2.67618  0.92973  -1.02655
H  -1.84640  0.95249  1.60065
H  -3.36689  1.79760  1.58950
H  -2.12883  2.36840  0.64283

Atom charges from the natural (NBO) analysis, given in e for atoms 1 to 2:
1. Fe 1.44
2. C -0.60

Entry 2:
Density functional theory data (wB97M-V/def2-TZVPD) for a 3-piece molecular cluster, C49H80B2Cl3N5O8S overall at a distorted geometry.

HOMO energy (alpha / beta) = -7.85 / -7.85 eV
gap between HOMO and LUMO (alpha / beta) = 8.1 / 8.1 eV
energy relative to the best compared isomer or geometry (same formula, charge and spin) = 0.0 kcal/mol
spin multiplicity = 3

Cartesian coordinates (Å):
C  -0.50103  7.74596  5.73141
C  -0.18941  7.02453  4.65876
C  1.11180  6.28634  4.50990
C  0.93531  4.78264  4.48703
C  1.06204  4.03898  5.66480
C  1.28424  4.67228  7.01191
O  2.55412  4.47094  7.62473
C  3.70149  4.79461  6.86504
C  4.52965  3.58410  6.48769
O  4.24486  3.08039  5.19483
C  5.37868  2.97481  4.33775
C  5.09200  1.91833  3.27994
C  0.94066  2.64667  5.61279
C  1.07389  1.82792  6.86708
C  -0.23720  1.80875  7.64362
O  -1.23497  2.34264  7.22108
N  -0.19946  1.18773  8.88868
C  -1.54702  1.00538  9.43581
C  0.54283  -0.08987  8.86695
C  0.67736  2.02938  4.39435
C  0.50247  2.76530  3.22134
C  0.63707  4.15137  3.26913
B  0.44923  5.01293  1.96068
N  -0.89904  5.30816  1.50167
O  1.55851  5.48436  1.28466
N  0.17543  2.15136  1.95457
B  1.36189  1.77500  1.11846
O  2.02773  0.60107  1.26846
O  1.78077  2.60292  0.10730
C  0.80301  3.06317  -0.80334
C  -0.69732  1.02264  2.04421
C  -1.62616  0.82807  1.03007
C  -2.47579  -0.27619  1.00291
C  -3.38658  -0.38768  -0.19876
Cl  -5.12420  -0.51146  0.24065
C  -3.00679  -1.49470  -1.20402
C  -1.53763  -1.89485  -1.17437
C  -2.42155  -1.21404  2.04266
C  -3.30137  -2.43435  2.06388
Cl  -2.29744  -3.91456  2.31896
C  -4.45322  -2.40783  3.07183
C  -5.34995  -3.64914  2.92091
Cl  -3.89830  -2.29180  4.76102
C  -1.49387  -1.01265  3.06228
C  -0.64009  0.08075  3.05978
S  0.54411  0.25528  4.34950
H  -1.52061  8.04150  5.92955
H  0.26780  8.06943  6.42153
H  -0.91152  7.00441  3.85264
H  1.63000  6.61458  3.60527
H  1.74489  6.60424  5.33295
H  1.07306  5.73909  7.00059
H  0.56971  4.24061  7.70838
H  3.47227  5.40714  5.99205
H  4.32637  5.40588  7.52193
H  4.33087  2.79653  7.22021
H  5.58445  3.85007  6.57644
H  6.26356  2.70876  4.91569
H  5.51280  3.93921  3.84137
H  6.02679  1.45935  2.96012
H  4.44549  1.15203  3.69594
H  4.65274  2.37367  2.39752
H  1.86821  2.21770  7.50025
H  1.32058  0.79901  6.62410
H  -2.16287  0.39156  8.77766
H  -1.45214  0.50622  10.39732
H  -2.02543  1.96079  9.61043
H  0.29269  -0.64910  9.76123
H  0.23345  -0.70403  8.01682
H  1.61075  0.08901  8.81175
H  -1.42141  5.91297  2.11664
H  -0.92949  5.66900  0.55609
H  1.41847  5.45285  0.33263
H  2.05668  0.28662  2.18216
H  0.04971  3.69520  -0.32836
H  0.27095  2.23833  -1.28000
H  1.29179  3.63341  -1.59053
H  -1.69405  1.54578  0.22416
H  -3.30161  0.55890  -0.72283
H  -3.23390  -1.11640  -2.20062
H  -3.64557  -2.36760  -1.07750
H  -1.29215  -2.48396  -2.05541
H  -1.29331  -2.47709  -0.28906
H  -0.89667  -1.01426  -1.20360
H  -3.76324  -2.59208  1.09772
H  -5.06270  -1.54257  2.83485
H  -5.18217  -4.33264  3.74626
H  -5.16399  -4.16207  1.98222
H  -6.39722  -3.36063  2.96947
H  -1.40060  -1.73192  3.86017
C  -4.01208  1.55119  -6.87362
C  -3.26350  1.00836  -5.63911
C  -2.18859  2.00580  -5.20420
C  -0.97506  2.03760  -6.13316
C  -0.40705  0.63222  -6.33246
C  -1.44990  -0.38697  -6.79386
N  -2.65879  -0.33096  -5.91578
O  -2.44920  -0.96939  -4.81341
C  -1.82075  -0.13508  -8.26550
C  -0.85874  -1.78903  -6.74202
C  -4.30221  0.85764  -4.53808
H  -4.50933  0.74564  -7.41416
H  -4.77986  2.25660  -6.55755
H  -3.37044  2.08865  -7.56829
H  -1.84833  1.74806  -4.19530
H  -2.63914  2.99878  -5.13728
H  -1.23768  2.48490  -7.09539
H  -0.20564  2.68067  -5.70172
H  0.40664  0.65402  -7.06031
H  0.02921  0.29339  -5.38713
H  -2.66826  -0.75439  -8.56106
H  -0.97565  -0.40031  -8.90013
H  -2.05959  0.90129  -8.48910
H  -0.47122  -2.03036  -5.75431
H  -0.03077  -1.86452  -7.44640
H  -1.59947  -2.54284  -7.01084
H  -5.06250  0.12234  -4.80471
H  -4.79771  1.81290  -4.36588
H  -3.84739  0.55069  -3.59844
C  3.07489  -8.01946  -5.74530
C  2.67208  -6.65235  -6.33530
C  3.64788  -5.57175  -5.86664
C  3.46832  -5.17976  -4.40074
C  2.01590  -4.80329  -4.11262
C  1.01386  -5.87505  -4.54294
N  1.26819  -6.29689  -5.95709
O  0.78100  -5.43036  -6.77849
C  1.08194  -7.07757  -3.58556
C  -0.40459  -5.32831  -4.42836
C  2.75969  -6.79909  -7.84969
H  2.23292  -8.71196  -5.75408
H  3.86846  -8.46069  -6.34741
H  3.46049  -7.95746  -4.73017
H  3.51607  -4.67865  -6.48586
H  4.66779  -5.92298  -6.03928
H  3.79052  -5.99112  -3.74262
H  4.11464  -4.33077  -4.17114
H  1.88255  -4.60627  -3.04674
H  1.78439  -3.86844  -4.63361
H  0.48363  -7.90694  -3.96458
H  0.67776  -6.78942  -2.61541
H  2.09015  -7.43870  -3.40256
H  -0.53867  -4.40815  -4.99262
H  -0.61677  -5.11122  -3.38146
H  -1.13500  -6.05690  -4.78251
H  2.04611  -7.53964  -8.21361
H  3.76377  -7.12920  -8.11508
H  2.57082  -5.85969  -8.36408

Atom charges from the Löwdin analysis, given in e for atoms 1 to 2:
1. C 0.01
2. C -0.15

Entry 3:
Density functional theory data (wB97M-V/def2-TZVPD) for a 9-piece molecular cluster, H18O9 overall at a distorted geometry.

HOMO energy = -10.41 eV
gap between HOMO and LUMO = 10.3 eV
SMILES = O.O.O.O.O.O.O.O.O
energy relative to the best compared isomer or geometry (same formula, charge and spin) = 54.2 kcal/mol

Cartesian coordinates (Å):
O  13.39000  -26.69000  5.51000
H  12.80800  -26.61000  6.28300
H  13.26800  -25.82700  5.08700
O  17.64900  -26.00200  -0.62500
H  17.96900  -25.55100  0.14400
H  16.71400  -25.94200  -0.59400
O  16.62100  -25.50500  5.04100
H  17.04100  -24.61600  4.87000
H  16.11500  -25.40700  5.85900
O  12.95700  -24.96600  1.84800
H  12.80000  -25.19500  0.94400
H  13.77300  -25.39500  2.10700
O  13.55600  -28.08500  2.92800
H  13.36100  -27.95500  3.84300
H  14.50900  -28.01600  3.01900
O  18.65000  -24.75800  1.44800
H  19.30700  -24.29000  0.94000
H  18.95100  -24.70100  2.35700
O  15.56400  -25.41900  2.45700
H  15.70400  -25.54100  3.40300
H  16.35300  -24.98700  2.19300
O  13.85500  -22.38200  1.93100
H  13.19100  -21.80900  2.25700
H  13.55700  -23.37900  1.98300
O  17.81800  -23.46700  4.11400
H  17.63200  -23.18000  3.21800
H  17.79000  -22.75900  4.74300

Atom charges from the natural (NBO) analysis, given in e for atoms 1 to 2:
1. O -0.95
2. H 0.48

Entry 4:
Density functional theory data (wB97M-V/def2-TZVPD) for a 2-piece molecular cluster, C5H11O2 overall at a distorted geometry.

HOMO energy = -3.18 eV
gap between HOMO and LUMO = 6.8 eV
total charge = -1
energy relative to the best compared isomer or geometry (same formula, charge and spin) = 71.3 kcal/mol

Cartesian coordinates (Å):
C  -0.68017  -0.82396  -0.77911
O  -1.22606  -1.11755  -1.97802
C  -0.67793  0.66574  -0.42057
C  -0.28814  0.95760  1.03227
C  1.17436  1.16039  1.20893
C  1.71789  1.92279  2.18724
H  0.40435  -1.13431  -0.72145
H  -1.13913  -1.41954  0.04701
H  -0.05240  1.23280  -1.11414
H  -1.66845  1.02200  -0.73043
H  -0.57842  0.07690  1.62013
H  -0.91067  1.74941  1.46879
H  1.81371  0.98692  0.34265
H  1.14472  2.75055  2.59778
H  2.66972  1.68083  2.64034
H  0.02376  -3.71710  -2.22335
H  -1.00001  -2.52599  -2.39993
O  -0.72714  -3.46751  -2.77815

Atom charges from the natural (NBO) analysis, given in e for atoms 1 to 2:
1. C -0.01
2. O -0.92

Entry 5:
Density functional theory data (wB97M-V/def2-TZVPD) for C33H31BCo2O8S as an isolated structure at a distorted geometry.

HOMO energy = -6.63 eV
gap between HOMO and LUMO = 4.4 eV
energy relative to the best compared isomer or geometry (same formula, charge and spin) = 42.0 kcal/mol

Cartesian coordinates (Å):
C  -3.82978  3.62605  3.65827
C  -2.62351  2.73034  3.47655
C  -2.38144  1.70304  4.39759
C  -1.42070  0.75269  4.12352
C  -0.62069  0.78071  2.97128
B  0.39291  -0.41036  3.11827
C  1.53638  1.20375  0.55005
C  2.07447  1.85580  1.70814
C  3.10947  2.75130  1.23202
C  3.44248  2.49815  -0.07708
C  4.19252  3.26120  -1.05913
S  2.53332  1.10812  -0.79377
O  1.29992  -0.38956  4.18098
C  1.95193  -1.64530  4.04684
C  3.22237  -1.60585  4.84083
C  0.98218  -2.60992  4.73951
C  2.05791  -1.87197  2.47432
C  3.30572  -1.20066  1.95937
C  2.07127  -3.32014  1.99244
O  0.83724  -1.17634  2.02931
C  -0.81643  1.85838  2.08033
C  -1.72755  2.87174  2.40348
H  -4.16424  4.06333  2.71227
H  -4.68849  3.03404  4.01027
H  -3.60055  4.42801  4.37362
H  -2.93808  1.66040  5.33397
H  -1.20438  -0.05685  4.81217
H  1.81993  1.91867  2.79710
H  3.55559  3.60724  1.75915
H  4.87806  3.92070  -0.52574
H  4.75462  2.53320  -1.66071
H  3.51054  3.84922  -1.70259
H  3.71549  -2.58019  4.77772
H  3.95183  -0.87042  4.48864
H  2.97070  -1.40672  5.89079
H  1.46792  -3.55953  4.98660
H  0.62267  -2.07853  5.63761
H  0.12254  -2.79089  4.08222
H  4.20409  -1.66519  2.39249
H  3.42969  -1.31006  0.88025
H  3.36642  -0.14301  2.20653
H  2.80613  -3.96034  2.51330
H  1.08737  -3.78653  2.07436
H  2.36646  -3.41045  0.94304
H  -0.20583  2.00153  1.16045
H  -1.75999  3.83510  1.85588
O  -4.98594  -0.57830  -1.11332
C  -3.89669  -0.21206  -0.87632
Co  -2.32026  0.17032  -0.36404
C  -2.08683  1.87290  -0.70370
O  -1.84088  2.95294  -1.03590
C  -2.41040  -0.63293  1.19484
O  -2.50092  -1.25919  2.17573
C  -1.27999  -2.77415  -0.37612
C  -2.39060  -3.54369  0.13724
C  -2.18328  -4.38407  1.26869
C  -3.24784  -5.17085  1.73456
C  -4.49204  -5.19552  1.05204
C  -4.70907  -4.40584  -0.08116
C  -3.65680  -3.60106  -0.54026
C  -0.54233  -1.68237  -0.49001
C  -0.39549  -0.26342  -0.63539
Co  0.11352  -3.08603  -1.49549
C  0.89566  -4.51825  -0.89530
O  1.50793  -5.46752  -0.60412
C  1.56217  -2.18208  -2.02552
O  2.51062  -1.61795  -2.37728
C  -0.58207  -3.76021  -2.96004
O  -0.87602  -4.23342  -3.98358
H  -1.17195  -4.41663  1.73530
H  -3.08328  -5.77300  2.63663
H  -5.26614  -5.86581  1.42902
H  -5.70399  -4.38228  -0.58938
H  -3.77642  -3.03620  -1.48004
H  0.34331  0.26099  0.06172
H  -0.16567  0.02897  -1.70630

Atom charges from the Löwdin analysis, given in e for atoms 1 to 2:
1. C -0.06
2. C -0.26

| no. | molecular weight (g/mol) |
| --- | --- |
| 1 | 504.44 |
| 2 | 1027.26 |
| 3 | 162.14 |
| 4 | 103.14 |
| 5 | 716.35 |